Molecular formula: C28H49ClF7N5O6P2SSi
Method: DFT, the ωB97M-V functional and the def2-TZVPD basis

Summary:
- Orbital gap: 4.026 eV
- Electronic energy: -118389.9256 eV
- HOMO energy: -6.3 eV
- 2S+1: 1
- Total charge: 0
- E_LUMO: -2.237 eV

Last column: Mulliken charge in e.
Cartesian coordinates (Å):
Cl 1.61 -3.10 -2.17  -0.050
S -3.83 -1.02 -0.98  -0.090
P -1.22 1.96 1.45  -0.255
P 2.03 -1.99 1.36  0.486
Si -0.49 -3.40 2.36  0.938
F 3.13 2.36 -1.94  -0.247
F 0.34 -5.36 -3.90  -0.215
F 2.00 2.40 6.22  -0.293
F 3.63 0.64 -3.51  -0.261
F 3.69 3.68 6.64  -0.301
F 2.17 4.33 5.24  -0.267
F 4.89 0.97 -1.52  -0.244
O 5.01 3.15 4.26  -0.433
O -1.52 -4.66 -5.02  -0.420
O -0.11 -2.95 -0.28  0.023
O -1.64 -1.90 -3.34  -0.379
O -4.29 -0.74 -6.57  -0.328
O 3.04 2.38 3.38  -0.702
N -1.88 -1.28 1.21  -0.874
N -1.48 -4.13 -2.66  -0.165
N 0.14 -0.76 -1.47  2.515
N -0.71 1.15 -0.10  1.330
N -0.55 -0.98 0.93  1.221
C -3.57 2.82 2.74  -1.027
C -2.06 2.21 -5.08  -0.774
C 0.79 -4.79 2.83  -1.058
C -1.07 -2.69 -2.54  -0.455
C -2.05 -4.42 1.77  -1.084
C 4.75 5.59 4.32  -1.018
C 3.16 -3.41 0.84  -1.032
C -1.60 1.61 -2.53  0.544
C -3.13 1.02 -5.09  0.215
C 2.33 -1.46 3.15  -1.005
C -0.81 -2.45 4.00  -0.750
C 3.61 1.01 -2.13  0.787
C -5.68 -0.31 -6.75  -0.604
C -0.13 1.34 2.91  -0.186
C 2.66 -0.01 -1.32  0.173
C -0.93 -4.70 -3.93  0.533
C -2.70 -1.29 0.21  0.309
C 1.28 -0.15 -2.18  -1.507
C -3.40 0.40 -6.58  -0.599
C 2.88 3.25 5.64  0.707
C -0.35 -0.12 -0.26  -2.917
C -0.91 2.06 -3.94  -0.350
C 5.07 4.35 3.51  -0.163
C 0.20 -2.24 0.93  0.079
C -3.07 1.56 1.83  -0.156
C -0.73 2.11 -1.24  -1.177
C 0.09 -2.24 -1.49  0.084
C 3.71 2.54 4.51  0.095
H -3.70 1.46 0.87  0.279
H -2.17 -5.40 2.37  0.367
H -3.31 2.62 3.85  0.274
H -0.04 -2.79 4.80  0.273
H -1.85 -2.73 4.43  0.354
H -2.96 3.76 2.46  0.324
H -1.98 -4.63 0.65  0.180
H -3.86 1.20 -7.28  0.293
H 1.47 -0.65 -3.22  0.592
H 0.31 2.31 3.37  0.346
H 2.55 -4.19 0.27  0.232
H -4.67 3.08 2.58  0.337
H -1.00 -4.69 -1.93  0.350
H -1.84 0.49 -2.50  -0.602
H -1.56 2.23 -6.13  0.417
H -3.09 0.64 2.51  0.215
H 4.02 1.61 5.03  0.122
H -4.17 1.31 -4.68  0.165
H 1.48 -0.88 3.64  0.171
H -2.97 -3.74 1.92  0.216
H 0.24 -5.64 3.38  0.380
H 2.69 -2.35 3.81  0.401
H -2.63 2.15 -2.53  0.581
H -2.81 0.11 -4.46  -0.097
H -6.38 -1.19 -6.61  0.241
H 1.12 0.94 -2.55  -0.088
H 3.67 5.73 4.41  0.198
H 3.51 -3.93 1.82  0.385
H 3.24 -0.74 3.12  0.449
H 0.71 0.72 2.46  -0.434
H -0.68 -1.32 3.90  -0.088
H -2.39 0.06 -7.00  0.322
H 0.32 2.51 -1.54  0.196
H 6.12 4.43 3.19  0.306
H 3.18 -1.01 -1.15  -0.033
H -0.14 1.28 -4.26  0.133
H -0.76 0.81 3.70  0.290
H 5.18 5.54 5.32  0.224
H -2.61 3.21 -4.94  0.300
H 4.12 -3.09 0.31  0.313
H -5.78 0.14 -7.81  0.255
H -0.47 3.10 -3.76  0.271
H 4.48 4.30 2.59  0.187
H 1.68 -4.38 3.44  0.234
H 5.14 6.48 3.81  0.415
H 1.13 -5.25 1.83  0.230
H 2.37 0.50 -0.33  0.071
H -5.97 0.47 -5.94  0.248
H -1.28 3.09 -0.95  0.555